# 1
Molecular formula: C32H36BrCsN9O5S4
Method: DFT, the ωB97M-V functional and the def2-TZVPD basis

The geometry in ORCA input format:
```
! RIJCOSX wB97M-V def2-TZVPD def2/J DEFGRID3
* xyz 1 1
Cs -0.9650 -1.0264 -0.7727
N 1.7304 0.4128 -5.0310
C 2.7197 -0.4376 -4.5719
C 3.8912 -0.9174 -5.1472
C 4.6572 -1.7626 -4.3690
C 4.2735 -2.1153 -3.0642
C 3.1101 -1.6336 -2.4996
C 2.3227 -0.7817 -3.2750
N 1.1259 -0.1531 -2.9622
C 0.8154 0.5392 -4.0231
C -0.3969 1.3532 -4.1427
C -0.9027 1.8947 -5.2869
S -2.3392 2.7469 -4.9461
C -2.1743 2.3189 -3.2944
N -1.1340 1.6006 -3.0095
H 1.7098 0.8761 -5.9219
H 4.1934 -0.6463 -6.1497
H 5.5778 -2.1618 -4.7724
H 4.9104 -2.7770 -2.4927
H 2.8146 -1.8922 -1.4900
H -0.5279 1.8256 -6.2940
H -2.8994 2.6309 -2.5561
O -2.3905 -2.7958 0.9453
C -3.7692 -2.9126 1.2668
C -4.6152 -2.0495 0.3638
C -6.0006 -2.1808 0.4255
C -6.7849 -1.3709 -0.3701
C -6.1658 -0.4483 -1.2035
C -4.7866 -0.3919 -1.1963
N -4.0163 -1.1763 -0.4370
H -1.9064 -3.3149 1.5969
H -3.9463 -2.6002 2.3020
H -4.1000 -3.9520 1.1718
H -6.4476 -2.9122 1.0863
H -7.8628 -1.4559 -0.3451
H -6.7394 0.2064 -1.8435
H -4.2601 0.3106 -1.8347
S -1.9118 1.5754 0.8072
C -1.0002 2.9263 1.1024
N -0.5559 3.7656 0.1626
C 0.0186 5.0346 0.5837
C 0.5104 4.8190 2.0161
S -0.4939 3.4542 2.6857
H -0.8441 3.5990 -0.7906
H -0.7326 5.8268 0.5328
H 0.8468 5.2999 -0.0727
H 0.3550 5.7012 2.6309
H 1.5586 4.5362 2.0603
C 2.2370 4.2972 7.1971
C 1.7871 3.0354 6.4737
S 2.9394 2.6376 5.1763
O 4.2664 2.5665 5.7265
O 2.6867 3.5118 4.0515
C 2.4688 0.9950 4.6658
C 3.4554 0.5313 3.5960
N 2.8860 -0.5310 2.7723
C 2.3844 -0.3690 1.5235
N 1.8630 -1.4893 1.0499
C 2.0157 -2.4212 2.0277
C 2.6378 -1.8502 3.0967
N 2.9947 -2.4762 4.3302
O 2.6185 -3.6184 4.4862
O 3.5614 -1.8005 5.1737
C 2.3728 0.9247 0.7875
H 1.5335 4.5265 7.9957
H 2.2728 5.1466 6.5161
H 3.2251 4.1591 7.6305
H 0.8184 3.1559 5.9872
H 1.7538 2.1717 7.1381
H 1.4547 1.0684 4.2675
H 2.4943 0.3419 5.5361
H 4.3753 0.1835 4.0542
H 3.6898 1.3549 2.9246
H 1.7031 -3.4459 1.9253
H 3.3455 1.4155 0.7981
H 1.6420 1.6107 1.2247
H 2.0916 0.7272 -0.2458
Br -5.7773 -3.7860 -4.4106
C -3.9093 -3.9454 -4.2009
C -3.2136 -4.9902 -4.7817
C -1.8443 -5.0464 -4.5777
C -1.2414 -4.0653 -3.8065
N -1.9147 -3.0608 -3.2477
C -3.2278 -3.0039 -3.4460
H -3.7269 -5.7359 -5.3727
H -1.2538 -5.8424 -5.0093
H -0.1724 -4.0837 -3.6287
H -3.7653 -2.1875 -2.9797
*
```

For the energy above the lowest of the compared OMol25 structures with the same formula, charge and spin, the calculation gives 0.641 eV. As for the HOMO energy: -10.582 eV. For the electronic energy, the calculation gives -6296.73588 Eh.

# 2
Molecular formula: C32H36BrOsP2
Method: DFT, the ωB97M-V functional and the def2-TZVPD basis

The geometry in ORCA input format:
```
! RIJCOSX wB97M-V def2-TZVPD def2/J DEFGRID3
* xyz 1 5
Os 0.7581 0.6185 0.0487
C -0.6935 -2.9199 -0.6490
C -1.2636 -2.3323 0.6407
P -1.2080 -0.4703 0.7546
C -2.6514 -0.0006 -0.2501
C -3.9271 0.2091 0.2613
C -4.9611 0.5649 -0.5894
C -4.7295 0.7188 -1.9467
C -3.4575 0.5166 -2.4621
C -2.4239 0.1600 -1.6186
C -1.5830 -0.2885 2.5262
C -0.6947 0.4851 3.2692
C -0.8854 0.6820 4.6236
C -1.9532 0.0689 5.2593
C -2.8126 -0.7488 4.5412
C -2.6342 -0.9287 3.1801
C 0.8355 -2.9780 -0.6351
P 1.6365 -1.3460 -0.9756
C 3.3033 -1.6929 -0.3404
C 3.4630 -1.5255 1.0355
C 4.6689 -1.8314 1.6323
C 5.7188 -2.2910 0.8507
C 5.5721 -2.4255 -0.5201
C 4.3623 -2.1306 -1.1263
C 1.7877 -1.2290 -2.7820
C 1.1575 -2.1149 -3.6529
C 1.3411 -1.9921 -5.0188
C 2.1295 -0.9721 -5.5260
C 2.7204 -0.0585 -4.6647
C 2.5512 -0.1783 -3.2977
H -1.0482 -2.3348 -1.5029
H -1.0805 -3.9347 -0.7685
H -0.7259 -2.7324 1.5057
H -2.3157 -2.6175 0.7442
H -4.1146 0.1139 1.3194
H -5.9520 0.7285 -0.1923
H -5.5338 1.0079 -2.6052
H -3.2721 0.6469 -3.5175
H -1.4155 0.0270 -2.0098
H 0.1561 0.9303 2.7530
H -0.2035 1.3049 5.1828
H -2.1075 0.2173 6.3168
H -3.6254 -1.2496 5.0471
H -3.3078 -1.5782 2.6427
H 1.2162 -3.6939 -1.3718
H 1.1843 -3.3093 0.3499
H 2.6302 -1.1403 1.6283
H 4.7929 -1.7067 2.6970
H 6.6589 -2.5392 1.3149
H 6.4014 -2.7636 -1.1226
H 4.2452 -2.2299 -2.1971
H 0.5305 -2.9107 -3.2793
H 0.8682 -2.6998 -5.6846
H 2.2886 -0.8975 -6.5909
H 3.3182 0.7487 -5.0587
H 3.0277 0.5314 -2.6305
Br 2.7320 1.8860 -0.0272
C 0.4946 3.7847 1.8508
C -0.6735 3.5049 0.8960
C -1.9925 3.4259 1.6993
C -0.7584 4.6741 -0.1055
C -0.5480 2.2542 0.1007
H 0.2605 4.6243 2.5019
H 1.3821 4.0449 1.2812
H 0.7295 2.9229 2.4702
H -2.1698 4.3729 2.2026
H -1.9359 2.6337 2.4432
H -2.8283 3.2168 1.0332
H -0.7176 5.6208 0.4274
H -1.6842 4.6352 -0.6752
H 0.0826 4.6328 -0.7964
H -1.1161 2.2775 -0.8397
*
```

For the energy above the lowest of the compared OMol25 structures with the same formula, charge and spin, the calculation gives 0.683 eV. As for the HOMO energy (spin up / spin down): -9.710 / -11.695 eV. As for the expectation value of S²: 6.0162. For the electronic energy, the calculation gives -4588.10424 Eh.

# 3
Molecular formula: C32H36Cl45NO5
Method: DFT, the ωB97M-V functional and the def2-TZVPD basis

The geometry in ORCA input format:
```
! RIJCOSX wB97M-V def2-TZVPD def2/J DEFGRID3
* xyz 0 1
C -0.8491 3.1116 1.4763
C -1.6027 2.1799 1.4773
C -2.2416 0.8260 1.1688
O -3.4461 0.9000 0.3752
C -3.2014 0.7597 -0.9915
O -3.5961 -0.2411 -1.5160
N -2.5549 1.7532 -1.8016
C -2.9695 3.1294 -1.4538
O -4.3622 3.2269 -1.1927
C -4.6650 3.6732 0.0803
C -5.8363 2.9242 0.7739
O -4.1336 4.5844 0.6410
C -1.0908 1.6070 -1.8183
C -0.5707 0.2554 -2.4239
C 0.2211 0.5790 -3.7578
O 0.2761 -0.3968 -1.4566
C -0.3040 -1.6162 -0.9634
C 0.1865 -1.8485 0.4841
C -0.7518 -2.4672 1.3607
C -0.4511 -2.6986 2.7169
C 0.8181 -2.2951 3.2109
C 1.7572 -1.7111 2.3200
C 1.4613 -1.4798 0.9513
H -0.1357 3.9244 1.3779
H -2.5052 0.3710 2.1462
H -1.5416 0.1325 0.6656
H -2.7728 3.7453 -2.3634
H -2.3121 3.5375 -0.6606
H -6.3549 2.2862 0.0276
H -6.5769 3.6461 1.1664
H -5.4325 2.3181 1.5998
H -0.6047 1.7446 -0.8245
H -0.7020 2.4347 -2.4534
H -1.3898 -0.4236 -2.7441
H 0.0113 -0.2461 -4.4667
H 1.3170 0.6010 -3.6073
H -0.1551 1.5004 -4.2489
H -0.1474 -2.5097 -1.6242
H -1.4055 -1.4609 -0.8628
H -1.7391 -2.7720 0.9752
H -1.2087 -3.1604 3.3667
H 1.0301 -2.4396 4.2611
H 2.7192 -1.4553 2.7594
H 2.1847 -1.0144 0.2644
C 3.3490 2.2397 3.0190
Cl 2.7836 2.8874 4.5622
Cl 5.1144 2.2269 2.9473
Cl 2.6996 0.6124 2.7611
H 2.9805 2.8833 2.2278
C -4.1240 3.2580 4.8481
Cl -5.8373 2.8075 4.8219
Cl -3.2783 2.5680 3.4584
Cl -3.9460 5.0143 4.8734
H -3.6806 2.8568 5.7525
C -8.5784 2.7204 7.2933
Cl -10.2433 3.0994 6.8425
Cl -8.0755 3.6781 8.6890
Cl -8.3984 0.9944 7.6229
H -7.9349 2.9739 6.4596
C -0.8301 -3.2604 -5.3987
Cl 0.1042 -4.3508 -6.4244
Cl 0.0813 -2.8200 -3.9550
Cl -1.2731 -1.7970 -6.2727
H -1.7373 -3.7712 -5.0960
C -0.7478 1.9128 -7.8024
Cl -1.2406 2.5390 -6.2208
Cl 1.0069 1.7524 -7.8761
Cl -1.5221 0.3561 -8.1396
H -1.0618 2.6185 -8.5635
C 3.5417 -5.1901 -4.0827
Cl 3.0221 -4.5395 -2.5240
Cl 5.3007 -5.3291 -4.1386
Cl 2.7808 -6.7544 -4.3892
H 3.2289 -4.5023 -4.8605
C 2.6817 -1.7305 -9.6971
Cl 2.3323 -2.1428 -8.0147
Cl 3.2067 -0.0471 -9.8247
Cl 3.9063 -2.8143 -10.3661
H 1.7712 -1.8512 -10.2724
C 3.6454 -4.3927 5.6075
Cl 2.7159 -3.6442 4.2999
Cl 4.7598 -5.6121 4.9654
Cl 4.5269 -3.1633 6.5147
H 2.9537 -4.8859 6.2808
C -9.5210 1.0605 0.5024
Cl -9.2908 2.2205 -0.8099
Cl -8.4978 1.4710 1.8827
Cl -11.2186 0.9945 0.9831
H -9.2303 0.0797 0.1442
C -1.2876 5.4731 5.3617
Cl -1.6479 5.0941 7.0492
Cl -0.9035 7.1873 5.1772
Cl 0.0390 4.4690 4.7679
H -2.1701 5.2567 4.7695
C -5.3065 3.2215 -7.4497
Cl -4.6599 4.2401 -6.1598
Cl -5.8393 4.2096 -8.8137
Cl -4.1040 2.0355 -7.9703
H -6.1654 2.6862 -7.0616
C 6.4817 -3.0054 -6.9476
Cl 6.7407 -1.8641 -8.2687
Cl 7.5060 -2.5978 -5.5669
Cl 4.7792 -3.0342 -6.4745
H 6.7549 -3.9959 -7.2934
C 7.9080 -5.9061 6.9116
Cl 7.6785 -6.3000 8.6174
Cl 8.3861 -4.2153 6.7217
Cl 9.1073 -6.9770 6.1810
H 6.9644 -6.0523 6.3982
C 8.7108 -0.3955 7.2776
Cl 8.8189 0.7297 5.9204
Cl 9.8481 0.0537 8.5512
Cl 7.0619 -0.4548 7.9069
H 8.9741 -1.3843 6.9205
C 6.7808 -1.5479 1.2498
Cl 6.9225 -0.4253 -0.1064
Cl 7.8137 -1.0393 2.5900
Cl 5.1003 -1.6772 1.7764
H 7.1098 -2.5259 0.9180
*
```

As for the HOMO energy: -9.276 eV. For the electronic energy, the calculation gives -22380.24542 Eh.

# 4
Molecular formula: C32H36IrN3O4PSe2Si
Method: DFT, the ωB97M-V functional and the def2-TZVPD basis

The geometry in ORCA input format:
```
! RIJCOSX wB97M-V def2-TZVPD def2/J DEFGRID3
* xyz 0 2
Ir 0.2283 -0.0802 -0.9057
Se 0.1443 0.9192 1.6520
P 2.3484 1.2165 1.5074
Se 2.5646 0.0025 -1.0772
C 2.8435 0.7772 3.2244
C 3.8036 -0.2094 3.4282
C 4.1955 -0.5525 4.7172
C 3.6313 0.0918 5.8069
C 2.6617 1.0696 5.6092
C 2.2713 1.4134 4.3256
C 2.6736 3.0214 1.5655
C 3.9842 3.4113 1.2868
C 4.3247 4.7562 1.2479
C 3.3534 5.7198 1.4816
C 2.0511 5.3351 1.7730
C 1.7094 3.9900 1.8125
H 4.2369 -0.7168 2.5737
H 4.9450 -1.3197 4.8693
H 3.9402 -0.1668 6.8121
H 2.2131 1.5671 6.4603
H 1.5121 2.1728 4.1738
H 4.7371 2.6546 1.0896
H 5.3418 5.0532 1.0217
H 3.6086 6.7716 1.4320
H 1.2967 6.0892 1.9615
H 0.6881 3.6964 2.0220
C -0.5987 1.7532 -4.9950
C -0.1992 1.3779 -3.6029
N 0.0129 0.1576 -3.2731
O -0.1560 -0.7547 -4.3040
C -0.0115 2.3716 -2.5805
C -0.0840 3.8373 -2.8747
N 0.2557 1.9521 -1.3640
O 0.4366 2.8202 -0.4766
H -1.2490 0.9799 -5.3994
H 0.2849 1.7931 -5.6362
H -1.1038 2.7136 -5.0261
H -0.1442 -1.6123 -3.8633
H 0.3703 4.0695 -3.8390
H 0.4439 4.3730 -2.0908
H -1.1215 4.1849 -2.8708
C 2.2714 -3.9936 -0.5531
Si 0.9318 -3.1017 0.4273
C 1.8113 -2.1157 1.7310
C -0.2471 -4.1685 1.4238
N -0.0169 -2.1198 -0.7643
C -0.8754 -2.7797 -1.6136
C -0.8546 -4.1961 -1.7430
C -1.7017 -4.8593 -2.6003
C -2.6130 -4.1581 -3.3867
C -2.6634 -2.7720 -3.2818
C -1.8211 -2.0959 -2.4217
H 2.9395 -4.5273 0.1286
H 2.8696 -3.2566 -1.0956
H 1.8923 -4.7121 -1.2819
H 2.1929 -2.8058 2.4930
H 1.1271 -1.4219 2.2195
H 2.6560 -1.5499 1.3381
H 0.3153 -4.7058 2.1920
H -0.8145 -4.9001 0.8471
H -0.9603 -3.5061 1.9238
H -0.1498 -4.7732 -1.1646
H -1.6529 -5.9390 -2.6654
H -3.2688 -4.6827 -4.0692
H -3.3696 -2.2098 -3.8804
H -1.9167 -1.0268 -2.3332
O -2.1260 -0.8305 1.3020
C -2.5532 -0.2549 0.3155
O -1.8434 0.2210 -0.6744
C -4.0394 -0.0758 0.1381
C -4.5853 0.1161 -1.1274
C -5.9619 0.2085 -1.2853
C -6.7925 0.1301 -0.1755
C -6.2470 -0.0392 1.0906
C -4.8727 -0.1484 1.2473
H -3.9266 0.1875 -1.9826
H -6.3851 0.3384 -2.2742
H -7.8662 0.2082 -0.2981
H -6.8971 -0.0943 1.9550
H -4.4300 -0.2898 2.2246
*
```

For the energy above the lowest of the compared OMol25 structures with the same formula, charge and spin, the calculation gives 4.005 eV. As for the HOMO energy (spin up / spin down): -7.394 / -7.393 eV. As for the expectation value of S²: 0.7854. For the electronic energy, the calculation gives -7244.20451 Eh.

# 5
Molecular formula: C32H36N8O2Sr
Method: DFT, the ωB97M-V functional and the def2-TZVPD basis

The geometry in ORCA input format:
```
! RIJCOSX wB97M-V def2-TZVPD def2/J DEFGRID3
* xyz 0 1
Sr 0.2091 -0.2279 0.6585
C 1.7920 -1.4713 -2.2086
N 2.3521 -0.7994 -1.0388
C 3.3740 -1.6568 -0.3995
C 2.9834 -2.5102 0.8119
C 1.8414 -3.5151 0.6726
N 0.5604 -2.8544 0.7904
C -0.4051 -3.4252 1.4007
C -1.7530 -2.9346 1.5601
C -2.5335 -3.6104 2.5241
C -3.8518 -3.3118 2.7419
C -4.4522 -2.3222 1.9451
C -3.7395 -1.6680 0.9774
C -2.3566 -1.9215 0.7360
O -1.7282 -1.2701 -0.1742
C 2.9636 0.5034 -1.3610
C 2.2143 1.4615 -2.2903
C 0.7575 1.8378 -1.9927
N 0.4577 2.0290 -0.5915
C 0.1847 3.2021 -0.1552
C -0.2294 3.5757 1.1709
C -0.1656 4.9541 1.4696
C -0.5407 5.4661 2.6833
C -1.0437 4.5791 3.6510
C -1.1566 3.2404 3.3912
C -0.7571 2.6566 2.1486
O -0.8923 1.4037 1.9569
H 2.5592 -1.6754 -2.9702
H 1.0048 -0.8719 -2.6623
H 1.3430 -2.4153 -1.9031
H 4.1866 -1.0123 -0.0525
H 3.8171 -2.3084 -1.1665
H 2.7602 -1.8642 1.6648
H 3.8959 -3.0513 1.0779
H 1.9581 -4.2967 1.4381
H 1.9045 -4.0184 -0.2998
H -0.2348 -4.4105 1.8645
H -2.0602 -4.3930 3.1091
H -4.4220 -3.8357 3.4970
H -5.4970 -2.0773 2.0954
H -4.2015 -0.9083 0.3595
H 3.9453 0.3416 -1.8351
H 3.1581 1.0085 -0.4111
H 2.2549 1.0874 -3.3166
H 2.8142 2.3759 -2.2796
H 0.0954 1.0412 -2.3503
H 0.5139 2.7248 -2.5931
H 0.2662 4.0512 -0.8507
H 0.2058 5.6255 0.7011
H -0.4685 6.5260 2.8852
H -1.3614 4.9627 4.6139
H -1.5632 2.5617 4.1311
C 3.2142 1.9076 2.4394
C 2.7845 0.7256 3.2346
N 1.7346 -0.0164 2.9895
C 1.6695 -0.9665 3.9810
C 2.7208 -0.8138 4.8272
N 3.4328 0.2689 4.3469
C 4.7289 0.7067 4.8079
N 5.7548 0.4387 3.8283
N 6.4204 1.4695 3.2486
N 7.1779 1.0230 2.3270
C 7.0152 -0.3438 2.2479
C 7.6014 -1.2832 1.3981
C 7.2103 -2.5945 1.5455
C 6.2618 -2.9749 2.5137
C 5.6757 -2.0604 3.3613
C 6.0765 -0.7322 3.2079
H 2.4154 2.1672 1.7451
H 4.1351 1.7145 1.8858
H 3.3921 2.7712 3.0823
H 0.8698 -1.6877 4.0224
H 3.0174 -1.3370 5.7201
H 4.9475 0.1928 5.7430
H 4.7458 1.7823 4.9754
H 8.3280 -0.9775 0.6577
H 7.6364 -3.3577 0.9082
H 5.9874 -4.0190 2.5910
H 4.9396 -2.3594 4.0942
*
```

For the energy above the lowest of the compared OMol25 structures with the same formula, charge and spin, the calculation gives 0.461 eV. As for the HOMO energy: -6.978 eV. For the electronic energy, the calculation gives -1860.34315 Eh.